{
  "formula": "C25H29N3O3",
  "method": "ωB97M-V with the def2-TZVPD basis set",
  "charge": 0,
  "lumo_energy_ev": 0.819,
  "smiles": "CCc1ccc(CN2CCC(Oc3ccc(C(=O)NCc4ccccn4)cc3)CC2)o1",
  "e_above_lowest_ev": 3.009,
  "species": ["C", "C", "C", "C", "C", "C", "C", "N", "C", "C", "C", "O", "C", "C", "C", "C", "C", "O", "N", "C", "C", "C", "C", "C", "C", "N", "C", "C", "C", "C", "O", "H", "H", "H", "H", "H", "H", "H", "H", "H", "H", "H", "H", "H", "H", "H", "H", "H", "H", "H", "H", "H", "H", "H", "H", "H", "H", "H", "H", "H"],
  "xyz": [[-9.17, -1.42, 1.58], [-8.14, -2.09, 0.67], [-7.42, -1.08, -0.16], [-7.61, -0.64, -1.43], [-6.64, 0.36, -1.66], [-5.91, 0.46, -0.52], [-4.74, 1.31, -0.15], [-3.57, 0.93, -0.92], [-2.46, 1.85, -0.78], [-1.74, 1.77, 0.57], [-1.26, 0.33, 0.82], [-0.27, -0.06, -0.12], [1.00, 0.39, 0.01], [1.87, 0.00, -1.02], [3.20, 0.36, -1.01], [3.70, 1.13, 0.04], [5.12, 1.57, 0.12], [5.46, 2.55, 0.75], [6.00, 0.81, -0.57], [7.42, 1.03, -0.46], [8.16, -0.27, -0.26], [9.50, -0.28, 0.11], [10.13, -1.50, 0.27], [9.41, -2.67, 0.05], [8.08, -2.55, -0.31], [7.47, -1.38, -0.46], [2.84, 1.53, 1.05], [1.50, 1.17, 1.04], [-2.43, -0.64, 0.66], [-3.12, -0.43, -0.70], [-6.38, -0.42, 0.40], [-9.91, -0.88, 0.99], [-9.69, -2.17, 2.18], [-8.68, -0.72, 2.25], [-8.65, -2.79, 0.00], [-7.42, -2.64, 1.28], [-8.36, -0.99, -2.12], [-6.49, 0.92, -2.56], [-4.97, 2.35, -0.39], [-4.60, 1.23, 0.94], [-1.74, 1.61, -1.57], [-2.82, 2.87, -0.95], [-0.89, 2.45, 0.57], [-2.41, 2.07, 1.38], [-0.86, 0.24, 1.84], [1.46, -0.60, -1.83], [3.83, 0.06, -1.83], [5.75, -0.12, -0.88], [7.81, 1.51, -1.37], [7.60, 1.72, 0.37], [10.03, 0.64, 0.26], [11.18, -1.55, 0.55], [9.86, -3.64, 0.17], [7.46, -3.42, -0.49], [3.23, 2.14, 1.85], [0.87, 1.50, 1.85], [-2.06, -1.67, 0.71], [-3.14, -0.49, 1.47], [-2.41, -0.67, -1.50], [-3.98, -1.10, -0.79]],
  "nbo_charge": [-0.5933, -0.4407, 0.2833, -0.3201, -0.2907, 0.2655, -0.2683, -0.4331, -0.2181, -0.4565, 0.0985, -0.5272, 0.4101, -0.2899, -0.1602, -0.1807, 0.6652, -0.6344, -0.6135, -0.2621, 0.2130, -0.2463, -0.1584, -0.2678, 0.0519, -0.4609, -0.1298, -0.3383, -0.4370, -0.2266, -0.4167, 0.2072, 0.2063, 0.2083, 0.2184, 0.2171, 0.2241, 0.2279, 0.2161, 0.1797, 0.2036, 0.1998, 0.2218, 0.2074, 0.1810, 0.2226, 0.2132, 0.4220, 0.2059, 0.2465, 0.2201, 0.2185, 0.2215, 0.1940, 0.2355, 0.2193, 0.2222, 0.2070, 0.2053, 0.2108]
}